No. 1
A single C5H10O2 molecule. Source: the OMol25 dataset; level of theory: the ωB97M-V functional and the def2-TZVPD basis.

XYZ file:
```
17
Properties=species:S:1:pos:R:3:forces:R:3
C -0.687950 2.519766 0.286854 -0.01 0.01 0.00
C 0.112271 1.274402 0.608521 0.11 0.21 0.10
O -0.483147 0.176348 -0.057098 -0.08 -0.03 0.01
C 0.259246 -1.016068 0.046886 0.08 -0.14 0.04
C -0.677199 -2.203487 -0.132062 -0.02 -0.06 0.00
C 1.350613 -1.043536 -1.017627 0.22 -0.34 0.02
O 2.158077 -1.933905 -1.119567 -0.31 0.41 0.02
H -1.733681 2.383455 0.576666 0.13 0.02 -0.02
H -0.284571 3.381260 0.827917 -0.05 -0.11 -0.07
H -0.653443 2.733019 -0.785502 0.00 -0.03 0.14
H 1.160783 1.400543 0.291516 -0.13 -0.04 0.01
H 0.124148 1.086395 1.694595 -0.01 0.00 -0.15
H 0.752785 -1.089137 1.029904 -0.06 0.04 -0.11
H -0.100983 -3.132809 -0.128411 -0.08 0.14 -0.01
H -1.406282 -2.227769 0.681839 0.09 0.02 -0.11
H -1.217518 -2.124121 -1.080249 0.08 0.01 0.10
H 1.326852 -0.184355 -1.724183 0.03 -0.09 0.04
```
Positions in Å, forces in eV/Å.

Properties
ΔE to the lowest compared entry with this formula, charge and spin = 37.56 kcal/mol
Charge = 0


No. 2
A molecular structure, C25H63CaCu2N4O9 at a distorted geometry. Source: the OMol25 dataset; level of theory: the ωB97M-V functional and the def2-TZVPD basis.

XYZ file:
```
104
Properties=species:S:1:pos:R:3:forces:R:3
Cu 1.186332 1.686972 -1.283739 -0.74 -1.02 -1.04
Cu -0.241939 0.284323 2.245760 -0.77 0.01 -0.78
Ca 2.651043 1.421533 1.435800 -0.19 -0.94 -0.18
C 0.747345 -1.389477 0.160520 0.05 -0.09 -0.22
O 1.324119 -0.107152 0.483646 -0.59 1.47 0.87
H -0.112412 -1.643155 0.797240 0.30 0.04 0.15
H 0.337213 -1.444054 -0.853167 0.33 0.29 -0.02
H 1.524527 -2.154261 0.261528 -0.19 0.01 0.02
C -4.662503 -3.551827 -4.645941 1.31 0.57 0.79
O -3.422282 -2.936832 -5.043982 0.59 -0.82 0.41
C -3.375950 -1.559876 -5.119375 -0.74 1.64 -0.59
C -3.557456 -0.857842 -3.782956 -0.29 -0.95 0.91
N -2.459858 -1.243193 -2.869509 -0.20 0.72 -0.43
C -2.728280 -0.998849 -1.450411 2.31 0.31 -0.35
C -2.818358 -2.293834 -0.670690 -0.52 -0.39 -0.46
O -3.814089 -3.141566 -1.159285 -0.12 -0.37 -0.07
C -5.092224 -2.680505 -0.874752 -1.16 1.04 0.71
H -4.357095 -4.376637 -4.002952 -0.19 -0.45 -0.49
H -5.187951 -3.841726 -5.544148 -0.53 -0.08 0.13
H -5.178766 -2.900319 -3.935773 -0.56 0.04 -0.60
H -4.141930 -1.163739 -5.809243 0.01 -0.12 0.12
H -2.421143 -1.239218 -5.548697 0.11 -0.44 0.03
H -4.491718 -1.225361 -3.330388 -0.05 0.30 -0.22
H -3.667056 0.224080 -3.859411 0.29 0.05 -0.24
H -2.278314 -2.224619 -3.057843 -0.11 -0.06 0.21
H -3.467765 -0.218231 -1.277044 -0.47 -0.36 -0.16
H -1.771214 -0.536707 -1.093169 -0.46 0.08 0.37
H -2.974777 -2.133597 0.399391 0.27 0.02 0.02
H -1.915245 -2.873491 -0.865679 0.34 0.21 0.34
H -5.284055 -2.508771 0.204212 0.35 -0.49 -0.05
H -5.837597 -3.383658 -1.225079 0.07 -0.12 -0.18
H -5.303159 -1.677703 -1.283470 0.09 -0.32 -0.42
C -1.304699 -1.868485 4.274989 1.79 -0.66 -0.02
O -1.565591 -1.408131 2.929846 0.47 0.08 0.80
C -2.912991 -1.051309 2.734511 -0.94 0.56 0.15
C -2.995897 0.214731 1.920479 -0.53 -0.01 -0.20
N -2.160558 1.271768 2.509217 0.92 0.31 0.57
C -2.475887 1.604712 3.934267 0.51 -0.73 -0.11
C -1.743695 2.856617 4.395733 -1.19 -0.71 1.32
O -2.602195 3.928730 4.202642 0.26 1.15 -0.62
C -1.978564 5.221013 4.392079 -0.26 -0.83 0.12
H -0.668307 -2.756056 4.185409 -0.45 -0.14 -0.03
H -2.180389 -2.105594 4.866350 -0.27 0.07 -0.23
H -0.649597 -1.176906 4.825513 -0.51 0.34 -0.15
H -3.418918 -0.854353 3.681249 0.19 -0.15 0.16
H -3.477341 -1.850503 2.259433 0.07 -0.12 -0.10
H -4.055654 0.499761 1.903942 0.11 0.09 -0.15
H -2.656340 0.029086 0.899982 -0.06 0.16 -0.01
H -2.317763 2.164917 2.039572 0.08 -0.38 -0.36
H -2.174914 0.794323 4.604570 0.17 -0.15 -0.39
H -3.557228 1.680766 4.087213 0.07 0.46 -0.14
H -0.744033 2.993013 3.957108 -0.03 -0.07 -0.19
H -1.642511 2.653741 5.475826 0.53 0.51 -0.05
H -1.657456 5.336202 5.432079 0.18 -0.05 -0.13
H -2.725830 5.979732 4.193461 -0.07 -0.03 -0.18
H -1.140137 5.300802 3.688494 -0.01 0.23 0.20
C 0.649844 -3.472008 -4.177464 0.48 -0.52 -1.01
O 0.865335 -2.101976 -4.521736 0.02 -0.23 0.83
C 1.908985 -1.497689 -3.765075 -0.81 -0.46 0.10
C 1.661921 -0.015042 -3.872621 0.52 0.80 -1.15
N 0.558614 0.470749 -2.997284 0.45 0.10 0.78
C -0.263300 1.494521 -3.687362 -0.85 -0.80 -0.32
C 0.580173 2.680325 -4.059077 -0.29 -0.87 -0.35
O 0.898930 3.321311 -2.799262 0.94 -0.46 -0.37
C 1.903466 4.320501 -2.988692 0.44 1.31 1.78
H 0.065053 -3.626620 -3.264810 -0.10 0.27 -0.09
H 1.582347 -4.053427 -4.093140 0.07 0.47 0.21
H 0.180049 -3.924536 -5.054296 -0.45 0.14 0.36
H 2.857540 -1.855589 -4.168249 0.27 0.43 0.11
H 1.829859 -1.813833 -2.712639 0.16 -0.04 0.00
H 1.431362 0.171520 -4.935607 -0.48 -0.28 0.21
H 2.546362 0.632198 -3.791492 0.10 -0.47 0.70
H -0.042638 -0.338932 -2.804193 -0.14 0.32 -0.21
H -1.105633 1.833409 -3.074087 0.23 -0.16 0.30
H -0.745581 0.967529 -4.516690 0.21 0.51 -0.43
H 0.076257 3.330948 -4.777594 -0.16 0.35 0.53
H 1.456692 2.304835 -4.599225 0.28 0.46 0.42
H 2.928290 3.979458 -3.165376 -0.41 -0.54 -0.83
H 2.044042 4.831790 -2.019773 -0.49 -0.12 -0.16
H 1.559264 5.102512 -3.659850 0.13 -0.25 -0.43
C 3.548322 4.126592 3.031713 -0.70 0.43 0.14
O 3.988016 2.878046 2.440627 0.39 1.14 0.91
C 5.381321 2.621363 2.785446 0.27 -0.15 -0.36
C 5.731627 1.256580 2.199395 0.02 0.03 -0.27
N 4.547297 0.333236 2.341200 1.29 0.08 0.28
C 4.799591 -0.991531 1.662545 0.27 0.70 -0.36
C 5.367313 -1.983539 2.626766 0.55 -1.24 0.44
O 4.581128 -2.171116 3.766961 -0.96 0.58 0.38
C 3.258139 -2.579366 3.464508 -0.14 -0.25 -0.04
H 2.515808 4.341318 2.721628 0.24 -0.19 -0.30
H 4.174840 4.963451 2.725998 0.10 -0.14 -0.10
H 3.492124 4.094275 4.123543 0.42 -0.34 -0.08
H 5.551788 2.693419 3.863223 -0.47 -0.20 0.03
H 5.992990 3.408828 2.338882 -0.02 -0.09 -0.08
H 6.608016 0.832682 2.699431 -0.09 0.14 0.09
H 6.039799 1.354982 1.153003 -0.39 -0.03 -0.02
H 4.601239 0.193235 3.362513 -0.76 -0.59 -0.39
H 5.561054 -0.852025 0.891539 -0.16 0.12 -0.12
H 3.879915 -1.302032 1.157271 0.08 -0.17 0.18
H 6.350635 -1.652282 2.968004 -0.07 0.16 0.11
H 5.544600 -2.985535 2.220805 -0.05 0.24 -0.73
H 2.764249 -2.778183 4.412450 0.01 0.04 -0.01
H 3.216658 -3.494616 2.852931 0.25 0.11 0.15
H 2.675349 -1.819021 2.899855 0.21 -0.01 0.29
```
Positions in Å, forces in eV/Å.

Properties
Charge = +3


No. 3
A single C2H3Cl2F molecule at a distorted geometry. Source: the OMol25 dataset; level of theory: the ωB97M-V functional and the def2-TZVPD basis.

XYZ file:
```
8
Properties=species:S:1:pos:R:3:forces:R:3
C 0.509756 -0.632535 0.965759 -1.00 -1.55 -2.07
C -0.821998 -0.298192 0.302657 -0.99 -0.10 -0.09
H 0.666476 -0.015807 1.797925 0.47 0.73 1.12
H 0.344637 -1.708728 1.234230 0.82 0.90 -0.07
H -1.679083 -0.688258 0.878150 0.56 0.19 0.12
F -0.908079 -0.913686 -0.913893 0.14 -0.06 -0.03
Cl 1.837064 -0.473199 -0.256626 -0.44 -0.04 0.91
Cl -1.206821 1.427335 0.062758 0.44 -0.08 0.11
```
Positions in Å, forces in eV/Å.

Properties
ΔE to the lowest compared entry with this formula, charge and spin = 6.34 kcal/mol
Charge = 0


no.,DFT total energy (a.u.),HOMO level (eV)
1,-346.965573,-9.61
2,-5844.025288,-14.84
3,-1098.247870,-11.18